Entry 1:
Density functional theory data (ωB97M-V/def2-TZVPD) for a gas-phase ion, C18H27F2N2O7 (charge +1).

```
56
Properties=species:S:1:pos:R:3:forces:R:3:nbo_charge:R:1
C 0.9506 -1.9308 -5.3147 -0.21 0.05 0.71 -0.63
C 1.5788 -1.6722 -3.8114 -0.93 -0.37 0.12 -0.43
C 0.2951 -1.1281 -2.8870 -0.13 -1.49 -1.43 -0.10
O 0.7325 -0.2774 -1.7516 -1.91 -0.38 1.12 -0.55
C -0.3821 -0.0768 -0.8191 -1.66 -1.01 -1.05 0.12
C -0.9951 1.4055 -0.5253 -0.77 -1.10 -1.12 -0.30
C -0.0719 2.7119 -0.2814 -0.07 0.85 -0.06 -0.50
C 1.4967 2.4645 0.0882 3.44 1.88 6.53 0.77
O 1.8919 2.8492 1.3341 -2.50 -2.47 -7.80 -0.58
O 2.5547 1.9392 -0.7854 -1.59 1.37 2.53 -0.53
C 3.9037 2.1953 -0.2627 5.13 5.96 -2.42 0.78
C 4.6911 1.3324 0.8908 -1.00 0.23 0.84 -0.73
O 4.5897 3.2265 -0.8310 -5.16 -7.26 3.70 -0.50
C -2.0823 0.9150 0.6406 1.50 -0.75 -0.06 0.60
C -3.3873 1.8559 0.9576 -0.34 -1.15 1.17 -0.55
C -3.1489 2.8877 2.2316 -0.44 0.63 0.40 0.04
F -2.5856 2.2376 3.4392 -1.19 1.05 -2.96 -0.37
N -1.7135 -0.3248 1.1805 -1.94 4.19 -0.74 -0.36
C -2.5891 -1.0127 2.2483 1.09 -2.31 0.56 -0.34
C -3.7778 -1.9234 1.5282 -6.31 1.39 -4.87 0.83
O -4.7686 -1.3905 0.7750 7.58 -3.71 5.70 -0.50
F -3.8041 -3.4306 1.6214 0.78 5.05 0.21 -0.34
C -0.4028 -0.8840 0.6278 0.38 -1.76 -1.44 0.11
C -0.6678 -2.4679 0.2649 -0.92 -1.22 -0.23 -0.26
N 0.5366 -3.2125 -0.2633 0.67 0.59 1.74 -0.83
C 0.9290 -0.9409 1.5584 0.44 -0.04 1.27 -0.56
C 1.0199 0.1199 2.7912 -2.16 4.93 2.95 0.79
O 0.1701 1.0931 3.1130 4.81 -6.49 -2.77 -0.54
O 2.1875 -0.0490 3.7204 -1.68 0.71 -3.24 -0.73
H -0.1426 -2.3905 -5.1768 2.46 0.82 -0.39 0.21
H 0.8218 -0.9195 -5.8954 0.42 -2.05 1.05 0.22
H 1.6388 -2.6945 -5.8740 -1.48 1.63 0.88 0.24
H 1.9306 -2.7403 -3.4124 -0.77 2.48 -0.61 0.22
H 2.4929 -0.9421 -3.7848 -1.91 -1.29 -0.15 0.24
H -0.2511 -2.1271 -2.5347 1.16 2.17 -0.35 0.19
H -0.5168 -0.5671 -3.5586 1.97 -0.83 1.39 0.19
H -1.2949 -0.6007 -1.3849 1.66 1.14 1.48 0.21
H -1.6014 1.6908 -1.5133 0.89 -0.74 2.41 0.27
H -0.5655 3.3390 0.6053 1.68 -1.46 -1.75 0.28
H -0.1522 3.4297 -1.2316 0.41 -1.86 1.97 0.28
H 5.0231 2.1092 1.7347 -0.85 -1.54 -2.10 0.28
H 5.6799 0.8146 0.5080 -2.34 1.10 0.42 0.28
H 3.9494 0.5647 1.4250 1.74 1.53 -1.39 0.21
H -3.7306 2.5239 0.0463 1.16 -1.55 1.68 0.29
H -4.3057 1.1436 1.2305 2.12 1.46 -0.63 0.29
H -4.2301 3.2758 2.5299 2.40 -0.85 -0.60 0.22
H -2.4800 3.8324 1.9392 -1.28 -2.38 0.80 0.21
H -2.9919 -0.2711 3.0599 0.60 -1.31 -1.93 0.32
H -1.8641 -1.8018 2.7758 -1.69 1.92 -1.02 0.28
H -1.0568 -3.0971 1.2021 0.87 1.59 -1.85 0.22
H -1.5256 -2.6023 -0.5544 1.69 0.72 1.77 0.22
H 1.0415 -3.7161 0.5270 -1.04 0.82 -1.39 0.37
H 1.2659 -2.5869 -0.6678 -1.03 -0.47 0.20 0.37
H 0.9730 -2.0283 2.0499 -0.05 2.49 -0.89 0.27
H 1.9247 -0.8722 0.9051 -2.33 0.12 1.34 0.30
H 2.8167 0.7214 3.5714 -1.36 -0.97 0.30 0.51
```
Positions in Å, forces in eV/Å.

## Properties
HOMO-LUMO gap ... 8.0 eV
SMILES ... CCCO[C@@H]1[C@H](CC(=O)OC(C)=O)C(CCF)=[N+](CC(=O)F)[C@]1(CN)CC(=O)O
E_LUMO ... -0.185 Eh
DFT total energy ... -1537.284250 hartree
Charge ... +1
Highest occupied orbital energy ... -13.1 eV



Entry 2:
Density functional theory data (ωB97M-V/def2-TZVPD) for 9 unconnected molecules or ions with the total composition C27H65FO8PS.

```
103
Properties=species:S:1:pos:R:3:forces:R:3:lowdin_charge:R:1
C -0.6502 0.7328 -2.5282 1.43 0.15 0.42 -0.31
P -0.3053 1.9131 -3.8854 -1.71 0.18 -0.29 0.81
C 0.2207 3.4570 -3.0568 0.36 -0.40 -0.07 -0.28
S 1.5031 1.1102 -4.8881 0.02 -0.60 -0.35 0.98
F 2.5528 2.2882 -4.8483 0.39 0.16 0.44 -0.34
C 2.1788 -0.2633 -3.9318 0.19 -0.01 0.25 -0.37
C 3.7027 -0.4128 -3.9127 0.07 0.48 0.32 -0.18
C 4.5189 0.6284 -3.1002 -0.31 -0.14 -0.29 -0.14
C 3.8306 1.1745 -1.8753 0.15 0.13 -0.09 -0.23
C 3.2818 0.3211 -0.9181 0.17 0.23 -0.41 -0.05
C 2.6283 0.8418 0.1816 -0.12 -0.06 -0.07 -0.07
C 2.5243 2.2181 0.3532 -0.08 -0.46 0.14 -0.08
C 3.1163 3.0662 -0.5618 -0.13 0.20 -0.05 -0.07
C 3.7609 2.5503 -1.6767 -0.19 -0.35 0.06 -0.04
H -1.6723 0.8149 -2.1843 -0.35 0.12 -0.34 0.04
H -0.0239 1.0053 -1.6792 0.09 -0.03 0.22 0.04
H -0.3910 -0.2904 -2.7859 -0.37 -0.19 -0.19 0.03
H 0.1398 3.3440 -1.9837 -0.02 -0.04 0.24 0.03
H -0.4356 4.2398 -3.4167 -0.07 0.13 -0.05 0.04
H 1.2455 3.7077 -3.3013 0.22 0.18 -0.03 0.03
H 1.7723 -1.1272 -4.4560 -0.21 -0.02 -0.22 0.11
H 1.7342 -0.2547 -2.9486 0.14 0.14 0.31 0.03
H 4.0556 -0.4686 -4.9375 0.25 -0.03 -0.11 0.12
H 3.8822 -1.3809 -3.4554 -0.18 -0.30 -0.07 0.12
H 4.8216 1.4484 -3.7412 -0.05 0.23 -0.13 0.09
H 5.4458 0.1367 -2.8215 0.17 -0.12 0.12 0.13
H 3.3812 -0.7416 -1.0745 -0.14 -0.22 0.18 0.09
H 2.1862 0.1712 0.9022 -0.03 -0.07 0.19 0.11
H 1.9786 2.5743 1.2121 0.03 0.30 0.10 0.10
H 3.0572 4.1341 -0.4239 0.02 0.16 0.04 0.11
H 4.2071 3.2110 -2.4022 0.11 0.18 -0.12 0.10
C -4.7204 3.6233 -1.6294 0.12 -0.02 -0.07 -0.08
C -3.9261 2.8147 -0.6234 -0.03 0.22 0.00 -0.30
O -2.5129 2.9459 -0.8389 0.13 -0.08 -0.10 -0.12
H -4.4855 3.3071 -2.6470 -0.04 -0.04 0.01 0.07
H -5.7911 3.5049 -1.4660 -0.01 0.02 0.01 0.08
H -4.4761 4.6850 -1.5502 -0.06 0.01 0.06 0.08
H -4.1558 1.7539 -0.7146 0.08 -0.03 0.03 0.11
H -4.1597 3.1306 0.3963 -0.06 -0.08 0.02 0.11
H -2.2983 3.8803 -0.7416 -0.02 -0.02 0.05 0.08
C -0.6188 -3.1232 0.1538 0.12 0.29 -0.15 -0.08
C 0.7780 -3.1674 -0.4274 -0.14 0.19 0.22 -0.30
O 0.9801 -2.1407 -1.4125 0.09 0.05 -0.30 -0.12
H -1.3650 -3.2429 -0.6321 -0.01 -0.09 0.01 0.08
H -0.7635 -3.9101 0.8853 -0.06 -0.06 0.03 0.06
H -0.8022 -2.1569 0.6359 0.05 -0.03 0.05 0.08
H 0.9584 -4.1182 -0.9256 0.05 0.05 -0.10 0.12
H 1.5279 -3.0452 0.3596 0.01 -0.13 0.02 0.10
H 0.8348 -1.2941 -0.9776 -0.01 -0.03 0.15 0.04
C -0.2633 1.5016 3.9147 -0.01 0.05 -0.05 -0.09
C -1.5140 2.3548 3.7971 0.14 -0.14 -0.30 -0.30
O -1.3581 3.3711 2.8027 0.04 0.03 0.02 -0.09
H 0.5986 2.1188 4.1719 -0.03 0.02 0.06 0.08
H -0.3852 0.7320 4.6774 0.01 -0.02 -0.01 0.08
H -0.0433 1.0123 2.9600 -0.04 -0.07 0.03 0.06
H -1.7207 2.8539 4.7389 -0.09 0.10 -0.05 0.09
H -2.3814 1.7381 3.5422 -0.01 -0.04 0.16 0.11
H -1.1997 2.9284 1.9615 -0.07 0.03 0.02 0.06
C -4.3935 -6.7531 0.5214 0.00 0.10 -0.03 -0.09
C -2.9689 -6.4642 0.0906 -0.05 -0.13 0.25 -0.31
O -2.2960 -5.6140 1.0225 -0.01 -0.06 -0.09 -0.10
H -4.9559 -5.8268 0.6332 -0.01 0.00 0.00 0.06
H -4.8994 -7.3885 -0.2074 0.02 -0.03 0.01 0.08
H -4.4094 -7.2562 1.4900 -0.01 -0.05 -0.02 0.08
H -2.9526 -5.9445 -0.8670 0.06 0.05 0.01 0.11
H -2.4060 -7.3970 -0.0176 -0.02 0.00 -0.11 0.11
H -2.2941 -6.0623 1.8741 -0.06 0.02 0.03 0.09
C -1.9799 3.2551 8.9452 0.05 -0.03 -0.03 -0.09
C -2.3587 3.4301 7.4865 -0.29 -0.12 0.25 -0.32
O -3.1016 2.3066 7.0074 0.21 0.11 -0.13 -0.09
H -1.3891 2.3485 9.0767 0.04 0.02 -0.02 0.08
H -1.4019 4.1062 9.3071 -0.02 0.01 0.01 0.08
H -2.8733 3.1568 9.5657 -0.01 0.08 0.01 0.07
H -1.4670 3.5088 6.8663 -0.02 -0.05 -0.05 0.10
H -2.9521 4.3397 7.3485 0.11 0.07 -0.02 0.11
H -3.8963 2.2435 7.5448 -0.05 -0.07 -0.02 0.08
C 4.5326 -3.1653 -0.3644 -0.01 -0.01 0.01 -0.10
C 5.5650 -4.2512 -0.1160 -0.20 -0.16 -0.13 -0.31
O 4.9851 -5.3943 0.4997 0.06 0.14 0.10 -0.07
H 4.0604 -2.8706 0.5739 0.05 0.04 0.02 0.08
H 4.9932 -2.2838 -0.8183 0.03 -0.04 0.01 0.06
H 3.7429 -3.5279 -1.0284 0.02 0.03 -0.06 0.07
H 6.3390 -3.8941 0.5606 0.02 -0.06 0.04 0.12
H 6.0439 -4.5468 -1.0557 0.08 0.11 0.00 0.11
H 4.3082 -5.7407 -0.0887 0.00 -0.07 -0.01 0.08
C 6.5804 4.6181 -5.2112 -0.04 0.02 -0.07 -0.09
C 5.4558 5.5721 -4.8553 -0.05 -0.28 0.00 -0.32
O 4.2979 5.3486 -5.6600 0.00 0.13 0.05 -0.08
H 6.8475 4.7224 -6.2625 0.02 0.04 0.00 0.08
H 7.4656 4.8094 -4.6040 0.00 -0.02 0.01 0.08
H 6.2721 3.5800 -5.0529 0.03 0.00 0.06 0.06
H 5.7572 6.6025 -5.0298 -0.07 0.03 -0.02 0.12
H 5.1893 5.4702 -3.7967 0.07 0.10 0.03 0.10
H 4.0106 4.4434 -5.5142 0.02 -0.05 -0.06 0.05
C -8.2169 -4.2692 2.0763 0.08 -0.02 -0.05 -0.09
C -7.5070 -5.1407 3.0958 0.06 0.25 0.03 -0.32
O -6.0899 -4.9859 3.0302 -0.05 -0.12 -0.06 -0.09
H -7.8758 -4.5096 1.0687 -0.03 -0.04 0.00 0.07
H -9.2972 -4.4103 2.1233 0.00 0.02 0.01 0.07
H -7.9997 -3.2130 2.2537 -0.06 0.01 0.05 0.07
H -7.7106 -6.1931 2.9067 0.06 -0.03 0.02 0.11
H -7.8519 -4.9031 4.1071 -0.08 -0.08 -0.01 0.11
H -5.8871 -4.0633 3.2092 0.03 0.02 0.02 0.08
```
Positions in Å, forces in eV/Å.

## Properties
HOMO-LUMO gap ... 7.5 eV
E_LUMO ... -0.154 Eh
DFT total energy ... -2508.707378 hartree
Charge ... +1
Highest occupied orbital energy ... -11.7 eV